ORCA calculation (wB97M-V/def2-TZVPD) on a structure of composition C22H42Cl3N2O4SiZn at a distorted geometry.

ORCA input file:
```
! RIJCOSX wB97M-V def2-TZVPD def2/J DEFGRID3
* xyz -1 1
C 2.929 -4.279 -0.954
C 2.955 -2.887 -1.479
H 3.896 -4.768 -1.103
H 2.181 -4.884 -1.481
H 2.689 -4.293 0.112
C 3.483 -2.556 -2.669
C 3.920 -3.572 -3.658
H 3.562 -1.511 -2.977
H 3.163 -4.353 -3.817
H 4.846 -4.074 -3.353
H 4.104 -3.096 -4.622
Zn -1.161 -2.326 1.603
Cl 0.660 -1.879 2.666
Cl -2.747 -1.441 0.292
H -3.734 2.202 2.071
H -3.460 1.352 4.912
C -3.746 1.101 2.081
C -3.295 0.386 4.406
N -2.806 0.566 3.051
H -3.492 0.706 1.091
C -1.469 0.673 2.805
O -0.995 1.048 1.739
H -2.565 -0.195 4.984
H -0.834 0.364 3.661
H -4.744 0.754 2.363
H -4.254 -0.148 4.375
H -0.015 -2.808 -3.024
H 1.648 -1.469 -4.560
C -0.822 -2.152 -3.372
C 0.724 -0.987 -4.910
N -0.244 -0.898 -3.826
H -1.513 -1.951 -2.546
C -0.810 0.300 -3.504
O -1.597 0.486 -2.571
H 0.958 0.027 -5.254
H -0.468 1.122 -4.172
H -1.337 -2.647 -4.210
H 0.318 -1.577 -5.742
O 0.953 -1.976 -1.171
C 2.179 -1.806 -0.677
C 2.232 0.396 -1.908
C 2.719 -0.354 -0.839
H 1.405 -0.016 -2.493
C 2.793 1.638 -2.206
H 2.249 -2.066 0.402
C 3.688 0.170 0.013
H 2.388 2.189 -3.056
C 3.841 2.118 -1.423
C 4.277 1.396 -0.303
H 3.961 -0.413 0.895
H 4.308 3.062 -1.704
H 5.087 1.782 0.312
Si -2.113 -4.571 1.555
Cl -0.493 -3.773 0.098
C -3.645 -4.674 0.539
C -2.265 -3.410 3.111
C -1.338 -6.162 2.042
H -4.019 -3.682 0.248
H -4.351 -5.172 1.217
H -3.457 -5.284 -0.356
H -1.355 -6.846 1.188
H -1.983 -6.527 2.848
H -0.310 -6.038 2.398
H -2.721 -2.393 3.017
H -1.387 -3.388 3.781
H -3.059 -4.006 3.577
C -0.891 3.779 0.159
C 0.215 2.851 -0.296
O 0.120 2.473 -1.660
H -1.012 4.607 -0.543
H -0.640 4.170 1.145
H -1.827 3.220 0.237
H 1.199 3.322 -0.180
H 0.195 1.944 0.329
H -0.665 1.880 -1.742
*
```

Properties
Kohn-Sham gap (eV): 4.89


ORCA calculation (wB97M-V/def2-TZVPD) on a structure of composition C36H42AsCrN5OPS at a distorted geometry.

ORCA input file:
```
! RIJCOSX wB97M-V def2-TZVPD def2/J DEFGRID3
* xyz 2 4
Cr 0.392 -1.177 -0.343
N 2.085 0.338 0.260
C 1.823 1.690 -0.072
C 2.653 2.837 0.216
C 1.930 3.945 0.002
C -0.690 3.977 0.004
C -1.405 2.664 0.152
C -0.701 1.621 -0.378
P -2.420 -0.494 -0.347
C -2.161 -0.954 1.422
C -2.988 -1.936 1.963
C -2.775 -2.406 3.247
C -1.725 -1.907 4.005
C -0.896 -0.931 3.477
C -1.103 -0.459 2.188
C -3.796 0.723 -0.247
C -4.336 1.127 -1.466
C -5.448 1.948 -1.502
C -6.044 2.353 -0.320
C -5.536 1.921 0.893
C -4.423 1.099 0.937
H 2.176 0.248 1.276
H 2.991 0.045 -0.120
H 3.658 2.806 0.590
H 2.233 4.966 0.098
H -1.263 4.533 -0.744
H -2.411 2.635 0.518
H -3.808 -2.314 1.367
H -3.436 -3.149 3.669
H -1.554 -2.265 5.010
H -0.100 -0.517 4.082
H -0.491 0.366 1.827
H -3.885 0.778 -2.384
H -5.867 2.256 -2.448
H -6.918 2.986 -0.345
H -6.020 2.218 1.811
H -4.042 0.750 1.886
O 1.510 -2.406 0.681
C 2.813 -2.482 0.701
C 3.500 -2.758 1.897
C 4.872 -2.863 1.923
C 5.622 -2.677 0.765
C 4.982 -2.405 -0.425
C 3.587 -2.310 -0.486
C 2.874 -2.136 -1.732
N 1.623 -1.685 -1.845
C 1.270 -1.810 -3.156
C 2.314 -2.334 -3.854
N 3.318 -2.530 -2.950
H 2.910 -2.867 2.796
H 5.367 -3.072 2.859
H 6.697 -2.744 0.807
H 5.569 -2.235 -1.318
H 0.293 -1.533 -3.499
H 2.415 -2.590 -4.887
H 4.223 -2.928 -3.144
N -0.933 0.309 -0.594
C 0.645 2.149 -0.559
N 0.649 3.606 -0.601
C -0.485 4.958 1.146
C -0.012 6.325 0.584
C -0.200 6.544 -0.929
C 0.729 5.765 -1.881
C 0.638 4.232 -1.961
H 0.226 4.563 1.875
H -1.440 5.085 1.656
H 1.035 6.501 0.829
H -0.564 7.119 1.089
H 0.031 7.596 -1.111
H -1.249 6.415 -1.206
H 1.752 6.055 -1.646
H 0.533 6.119 -2.894
H 1.484 3.848 -2.537
H -0.278 3.908 -2.464
C -1.344 -5.532 1.026
As -0.174 -4.871 -0.379
C -0.516 -6.014 -1.926
C 1.636 -5.430 0.154
S -1.036 -2.946 -0.929
H -1.130 -6.575 1.261
H -2.374 -5.435 0.677
H -1.213 -4.920 1.919
H -0.307 -7.059 -1.688
H 0.120 -5.705 -2.758
H -1.560 -5.912 -2.225
H 1.647 -6.522 0.096
H 1.841 -5.112 1.175
H 2.392 -5.023 -0.516
*
```

Properties
Kohn-Sham gap (alpha / beta) (eV): 6.65 / 6.92


In order of appearance, energy relative to the best compared isomer or geometry (same formula, charge and spin) = 231.2, 418.9 kJ/mol.
In order of appearance, energy = -4723.4406, -5765.3556 Ha.
In order of appearance, M = 598.423, 750.725 g mol⁻¹.